{"formula": "C16H19I2N7O6ReS", "method": "ωB97M-V with the def2-TZVPD basis set", "de_lowest_kcal_mol": 5.63, "fmax_ev_per_a": 0.1, "gap_ev": [6.399, 6.828], "spin_multiplicity": 2, "homo_ev": [-13.8576, -14.2862], "total_energy_ev": -68766.130, "charge": 2, "elements": ["Re", "I", "C", "I", "H", "H", "N", "C", "C", "O", "O", "H", "H", "H", "H", "O", "S", "O", "O", "C", "N", "C", "C", "C", "N", "C", "C", "C", "N", "C", "C", "H", "H", "H", "H", "H", "H", "C", "N", "C", "C", "O", "N", "C", "N", "H", "H", "H", "H", "H", "H", "H"], "xyz": [[0.185, -0.159, -0.013], [0.543, 0.306, 2.652], [2.483, 1.022, 2.142], [2.903, 0.073, 0.260], [3.227, 0.743, 2.880], [2.449, 2.090, 1.955], [0.095, -0.172, -2.223], [-0.370, 1.167, -2.703], [-0.076, 2.233, -1.662], [0.010, 3.392, -1.906], [-0.011, 1.725, -0.411], [1.013, -0.327, -2.627], [-0.499, -0.890, -2.629], [-1.449, 1.140, -2.855], [0.098, 1.439, -3.646], [-7.836, -3.883, -0.749], [-8.944, -3.097, -1.183], [-10.155, -3.114, -0.442], [-8.891, -2.478, -2.465], [-8.100, -1.022, -0.162], [-8.950, -0.159, 0.270], [-8.391, 0.960, 0.740], [-7.007, 1.125, 0.744], [-6.235, 0.091, 0.238], [-6.814, -1.024, -0.237], [-4.750, 0.094, 0.168], [-3.953, 1.038, 0.803], [-2.578, 0.939, 0.716], [-1.968, -0.042, 0.035], [-2.740, -0.937, -0.607], [-4.112, -0.909, -0.561], [-9.058, 1.726, 1.114], [-6.577, 2.041, 1.120], [-4.374, 1.846, 1.383], [-1.936, 1.666, 1.191], [-2.228, -1.710, -1.165], [-4.697, -1.656, -1.078], [-0.010, -5.779, -0.263], [-0.267, -4.430, 0.232], [-1.059, -4.120, 1.412], [-0.947, -2.611, 1.471], [-1.453, -1.890, 2.284], [-0.153, -2.180, 0.379], [0.213, -3.319, -0.289], [0.979, -3.286, -1.374], [-0.484, -6.487, 0.411], [1.060, -5.988, -0.277], [-0.435, -5.915, -1.258], [-0.645, -4.576, 2.312], [-2.101, -4.428, 1.305], [1.460, -2.426, -1.575], [1.311, -4.135, -1.804]], "forces_ev_per_angstrom": [[-0.04, -0.03, 0.01], [0.00, -0.01, -0.01], [0.00, 0.01, 0.00], [-0.01, 0.00, -0.01], [0.00, -0.01, 0.00], [0.00, 0.00, 0.00], [0.04, 0.02, -0.02], [0.02, 0.00, -0.01], [0.03, 0.03, 0.00], [0.07, -0.01, -0.01], [-0.13, 0.00, -0.01], [0.00, -0.02, -0.01], [-0.02, 0.01, 0.02], [0.00, -0.02, 0.03], [-0.02, 0.01, -0.01], [0.01, 0.01, 0.00], [-0.01, 0.02, 0.01], [0.01, 0.00, -0.01], [0.00, -0.01, 0.00], [0.00, 0.02, 0.01], [0.00, -0.02, -0.01], [0.01, 0.01, 0.01], [0.00, 0.00, -0.01], [0.00, 0.00, 0.00], [0.01, -0.02, 0.00], [0.00, 0.00, 0.00], [0.00, 0.00, 0.01], [-0.01, 0.00, 0.01], [0.06, -0.01, 0.00], [-0.02, 0.01, 0.00], [0.00, 0.00, -0.01], [0.00, 0.00, 0.00], [0.00, 0.00, 0.00], [0.00, 0.00, 0.00], [0.00, 0.00, 0.00], [0.00, 0.00, 0.00], [0.00, 0.00, 0.00], [0.01, -0.01, 0.00], [-0.01, 0.00, -0.02], [0.00, 0.00, 0.01], [-0.01, -0.02, -0.01], [0.01, 0.01, 0.00], [0.04, 0.03, 0.03], [0.01, 0.00, 0.01], [-0.01, -0.01, -0.02], [0.00, 0.00, 0.00], [0.00, 0.00, 0.00], [0.00, 0.00, 0.00], [0.00, 0.00, 0.00], [0.00, 0.00, 0.00], [0.00, 0.00, 0.01], [0.01, 0.00, 0.01]], "mulliken_charge": [0.22, 0.31, -0.78, 0.20, 0.47, 0.40, -0.40, -0.47, 0.54, -0.52, -0.52, 0.35, 0.29, 0.22, 0.45, -0.43, 1.11, -0.41, -0.42, 0.53, -0.45, -0.46, -0.60, 0.21, -0.35, 1.31, -1.06, -0.48, 0.43, -0.38, -0.90, 0.44, 0.37, 0.36, 0.58, 0.44, 0.61, -1.13, -0.03, -0.37, 0.25, -0.51, 0.01, 0.53, -0.28, 0.40, 0.39, 0.39, 0.39, 0.36, 0.14, 0.26]}

***

{"formula": "C6H10N2O", "method": "ωB97M-V with the def2-TZVPD basis set", "de_lowest_kcal_mol": 105.99, "fmax_ev_per_a": 5.3, "gap_ev": 8.672, "homo_ev": -8.0277, "total_energy_ev": -11407.491, "elements": ["C", "C", "C", "C", "C", "C", "N", "N", "O", "H", "H", "H", "H", "H", "H", "H", "H", "H", "H"], "xyz": [[1.767, -1.006, 0.873], [1.069, 0.195, 0.201], [-2.309, -0.393, 0.285], [2.070, 1.266, 0.532], [0.925, 0.063, -1.300], [-3.671, -0.521, -0.106], [-0.196, 0.537, 0.945], [-1.196, 0.014, 0.453], [2.170, -1.980, 0.274], [1.827, -1.051, 1.926], [1.666, 2.224, 0.263], [3.071, 1.213, -0.034], [2.535, 1.117, 1.475], [0.073, -0.577, -1.405], [1.766, -0.369, -1.616], [0.728, 0.922, -1.827], [-4.212, 0.339, 0.212], [-4.247, -1.473, 0.108], [-3.836, -0.522, -1.259]], "forces_ev_per_angstrom": [[-1.30, -1.67, -2.51], [0.76, 0.56, 0.82], [3.94, 0.48, 0.61], [2.35, 0.38, -1.70], [-2.76, -0.92, 3.06], [-1.91, -1.53, -3.14], [2.44, 0.30, -0.09], [-5.05, -1.52, -0.38], [0.13, 0.55, -0.09], [0.02, 0.70, 1.78], [-0.13, 0.69, 0.67], [-1.65, -0.39, -0.18], [-0.53, 0.70, 1.65], [-0.33, -0.76, -0.79], [3.14, -1.90, -1.65], [-0.35, 2.41, -0.82], [-0.62, 0.60, 0.54], [1.03, 1.00, 0.62], [0.81, 0.33, 1.60]], "mulliken_charge": [-0.48, 1.66, 0.51, -1.57, -1.66, -1.05, -1.16, 0.49, -0.50, 0.51, 0.38, 0.35, 0.40, 0.45, 0.48, 0.39, 0.27, 0.28, 0.25]}

***

{"formula": "C2H7NO", "method": "ωB97M-V with the def2-TZVPD basis set", "de_lowest_kcal_mol": 112.27, "fmax_ev_per_a": 10.8, "gap_ev": 9.340, "homo_ev": -8.3321, "total_energy_ev": -5720.373, "elements": ["C", "C", "H", "H", "H", "H", "H", "H", "H", "N", "O"], "xyz": [[-1.297, -0.439, -0.109], [-0.433, 0.750, 0.111], [-2.295, -0.111, 0.234], [-1.099, -0.951, -0.996], [-1.152, -1.376, 0.659], [-0.737, 1.466, -0.712], [-0.282, 1.031, 1.011], [2.634, -0.952, -0.334], [2.207, 0.573, 0.604], [1.695, -0.244, 0.191], [0.762, 0.252, -0.659]], "forces_ev_per_angstrom": [[-1.80, -2.02, 5.48], [0.21, -3.63, -10.16], [-0.31, -0.59, -1.21], [-0.55, 0.05, -1.89], [0.30, 2.44, -1.26], [-0.02, 0.12, 1.82], [1.31, 2.26, 5.97], [-4.12, 3.13, 1.37], [-0.12, -0.89, -0.71], [4.99, -2.65, 1.45], [0.13, 1.77, -0.86]], "mulliken_charge": [-1.03, -0.27, 0.32, 0.37, 0.23, 0.20, 0.50, 0.26, 0.23, -0.58, -0.24]}

***

{"formula": "C2H10N2O2", "method": "ωB97M-V with the def2-TZVPD basis set", "de_lowest_kcal_mol": 21.17, "fmax_ev_per_a": 1.7, "gap_ev": 8.259, "homo_ev": -7.7148, "smiles": "N/C=C/N.O.O", "total_energy_ev": -9310.651, "elements": ["N", "C", "C", "N", "H", "H", "H", "H", "H", "H", "O", "H", "H", "O", "H", "H"], "xyz": [[0.234, -0.521, -1.729], [-0.244, 0.617, -1.047], [0.453, 1.707, -0.728], [-0.084, 2.822, 0.000], [1.220, -0.658, -1.620], [-0.381, -1.294, -1.569], [-1.226, 0.433, -0.619], [1.454, 1.862, -1.106], [0.213, 2.809, 0.969], [-1.070, 2.886, -0.134], [-0.081, -2.849, 0.271], [-0.048, -3.706, 0.694], [-0.255, -2.206, 0.982], [-0.170, -0.869, 2.360], [-0.896, -0.383, 1.944], [0.612, -0.297, 2.206]], "forces_ev_per_angstrom": [[-0.71, 1.56, -0.19], [0.59, -0.94, 0.59], [-0.36, 0.20, -0.07], [0.84, -0.28, -0.34], [0.08, -0.53, -0.02], [0.53, -0.63, 0.05], [-0.20, 0.48, -0.21], [0.20, -0.14, -0.02], [-0.41, 0.17, -0.12], [-0.54, 0.12, 0.40], [-0.17, 0.32, -0.17], [-0.03, -0.18, 0.15], [0.31, -0.26, 0.01], [0.40, 0.64, -0.30], [0.12, 0.04, 0.17], [-0.64, -0.54, 0.08]], "mulliken_charge": [-0.56, -0.20, -0.23, -0.57, 0.22, 0.28, 0.25, 0.37, 0.21, 0.24, -0.64, 0.30, 0.38, -0.71, 0.33, 0.34]}

***

{"formula": "C31H39N11OSSr", "method": "ωB97M-V with the def2-TZVPD basis set", "de_lowest_kcal_mol": 3.29, "fmax_ev_per_a": 0.4, "gap_ev": 9.395, "homo_ev": -13.7052, "total_energy_ev": -62880.026, "charge": 2, "elements": ["Sr", "C", "C", "C", "C", "C", "C", "C", "N", "N", "C", "C", "C", "C", "C", "C", "N", "C", "C", "C", "C", "C", "C", "N", "H", "H", "H", "H", "H", "H", "H", "H", "H", "H", "H", "H", "H", "H", "H", "H", "H", "H", "H", "H", "N", "C", "C", "C", "N", "C", "C", "N", "C", "H", "H", "H", "H", "H", "H", "H", "H", "H", "H", "H", "H", "H", "H", "H", "H", "O", "N", "C", "C", "N", "C", "N", "S", "C", "C", "N", "C", "H", "H", "H"], "xyz": [[1.048, -1.126, -0.492], [1.100, -4.240, -1.501], [2.518, -3.780, -1.867], [3.436, -3.747, -0.678], [4.580, -4.521, -0.596], [5.369, -4.430, 0.540], [4.982, -3.569, 1.552], [3.823, -2.829, 1.389], [3.057, -2.905, 0.296], [0.072, -3.273, -1.929], [0.048, -3.123, -3.391], [0.783, -1.915, -3.936], [1.175, -1.901, -5.268], [1.752, -0.758, -5.789], [1.924, 0.343, -4.962], [1.523, 0.239, -3.646], [0.964, -0.866, -3.129], [-1.245, -3.709, -1.447], [-1.385, -3.658, 0.056], [-2.103, -4.639, 0.721], [-2.293, -4.529, 2.089], [-1.751, -3.440, 2.751], [-1.036, -2.514, 2.013], [-0.850, -2.605, 0.692], [1.019, -4.338, -0.417], [0.890, -5.230, -1.928], [2.468, -2.764, -2.263], [2.932, -4.395, -2.666], [4.843, -5.186, -1.408], [6.268, -5.026, 0.634], [5.561, -3.470, 2.459], [3.486, -2.148, 2.159], [-0.991, -3.017, -3.712], [0.420, -4.028, -3.884], [1.021, -2.777, -5.886], [2.063, -0.723, -6.825], [2.366, 1.260, -5.325], [1.657, 1.070, -2.962], [-1.476, -4.724, -1.794], [-1.999, -3.045, -1.875], [-2.505, -5.479, 0.171], [-2.849, -5.284, 2.628], [-1.867, -3.310, 3.817], [-0.582, -1.664, 2.506], [-3.360, 6.336, 0.567], [-4.413, 6.110, 1.635], [-3.691, 6.009, 2.976], [-2.779, 4.781, 3.035], [-1.648, 4.992, 2.096], [-3.565, 3.516, 2.695], [-4.380, 3.569, 1.400], [-3.501, 3.504, 0.217], [-5.212, 4.850, 1.330], [-2.497, 5.774, 0.898], [-3.116, 7.323, 0.497], [-3.655, 5.995, -0.343], [-5.078, 6.972, 1.617], [-4.445, 5.944, 3.762], [-3.116, 6.919, 3.173], [-2.402, 4.666, 4.053], [-1.249, 4.108, 1.798], [-0.906, 5.503, 2.564], [-4.254, 3.328, 3.522], [-2.887, 2.660, 2.668], [-5.076, 2.724, 1.423], [-4.043, 3.201, -0.587], [-2.783, 2.799, 0.353], [-6.018, 4.803, 2.066], [-5.695, 4.933, 0.352], [0.222, 0.993, 0.366], [-0.277, 1.696, 1.308], [0.203, 1.450, 2.511], [1.165, 0.403, 2.633], [1.865, -0.508, 2.563], [-0.258, 2.210, 3.624], [-0.643, 2.824, 4.516], [5.636, 0.963, -0.068], [5.674, 0.062, -1.518], [4.425, -0.366, -1.825], [3.446, -0.007, -0.929], [3.962, 0.697, 0.045], [6.587, -0.095, -2.066], [4.165, -0.947, -2.698], [3.383, 1.080, 0.873]], "forces_ev_per_angstrom": [[0.14, -0.07, 0.28], [-0.12, 0.00, 0.00], [0.03, -0.08, -0.07], [0.00, 0.01, 0.01], [-0.01, -0.01, 0.01], [0.00, 0.01, 0.00], [0.02, -0.01, 0.01], [-0.04, 0.02, -0.01], [0.03, -0.02, 0.04], [-0.05, 0.00, -0.01], [0.00, 0.01, 0.00], [-0.05, -0.03, 0.04], [0.00, 0.01, 0.01], [0.00, 0.00, 0.00], [0.00, 0.01, -0.02], [-0.03, -0.01, 0.03], [0.09, 0.07, -0.10], [0.01, 0.02, 0.04], [-0.01, 0.04, -0.04], [0.01, 0.00, 0.02], [0.01, 0.01, 0.00], [-0.01, -0.01, -0.01], [0.02, 0.01, 0.00], [-0.02, -0.12, 0.06], [0.02, -0.03, 0.00], [0.01, 0.01, -0.02], [0.06, 0.04, -0.13], [0.05, 0.01, 0.03], [0.00, 0.00, 0.00], [0.00, 0.00, 0.00], [0.00, 0.00, 0.00], [0.01, 0.00, -0.01], [0.00, 0.00, 0.01], [0.00, 0.00, 0.00], [0.00, 0.00, 0.00], [0.00, 0.00, 0.00], [0.00, 0.00, 0.00], [0.01, 0.00, 0.00], [-0.01, 0.00, 0.00], [0.01, 0.01, 0.00], [0.00, 0.00, 0.00], [0.00, 0.00, 0.00], [0.00, 0.00, 0.00], [0.01, 0.01, -0.01], [-0.03, 0.11, 0.00], [0.03, 0.03, -0.02], [-0.03, 0.01, 0.01], [0.00, 0.00, 0.04], [0.02, -0.03, -0.03], [-0.01, -0.01, -0.04], [0.03, -0.03, 0.02], [-0.09, -0.02, 0.02], [-0.02, -0.01, 0.03], [0.00, 0.06, 0.00], [0.00, -0.01, 0.01], [0.00, -0.04, 0.02], [0.01, 0.00, -0.01], [0.00, 0.00, -0.01], [0.00, 0.00, 0.00], [0.00, -0.01, -0.01], [0.01, -0.05, 0.03], [0.00, 0.01, -0.01], [-0.01, 0.01, 0.00], [0.00, -0.01, -0.01], [0.01, 0.00, 0.00], [0.02, 0.02, -0.01], [0.05, -0.01, -0.01], [0.00, -0.01, -0.01], [0.00, 0.00, 0.00], [-0.31, 0.05, -0.15], [0.14, 0.05, 0.03], [0.06, 0.01, -0.09], [-0.11, -0.08, 0.08], [0.04, 0.04, -0.04], [-0.02, -0.05, 0.04], [0.00, 0.04, -0.03], [0.01, -0.04, 0.02], [0.00, 0.03, -0.02], [-0.01, -0.05, 0.01], [0.01, 0.03, 0.05], [0.02, 0.03, -0.03], [0.00, 0.00, 0.00], [0.00, 0.00, 0.00], [0.01, 0.01, -0.01]], "mulliken_charge": [2.10, -1.63, 1.17, -0.18, -0.86, -0.47, -0.94, -0.51, 0.70, 1.27, -1.70, 0.91, -1.06, -0.42, -0.84, -0.48, 0.21, -1.13, 0.33, -0.92, -0.47, -0.95, -0.07, 0.29, 0.55, 0.35, -0.82, 0.62, 0.48, 0.45, 0.48, 0.46, 0.61, 0.45, 0.47, 0.46, 0.46, 0.52, 0.36, 0.55, 0.44, 0.45, 0.45, 0.23, -0.17, -0.11, -1.30, 0.12, -0.51, -1.02, 0.23, -0.49, -1.31, 0.40, 0.41, 0.35, 0.34, 0.47, 0.44, 0.45, 0.07, 0.31, 0.44, 0.22, 0.38, 0.30, 0.09, 0.44, 0.40, -1.06, 0.11, 0.59, 0.28, -0.33, -0.40, -0.46, -0.12, -0.35, -0.79, 0.60, -0.44, 0.46, 0.34, 0.24]}

***

{"formula": "C4H12", "method": "ωB97M-V with the def2-TZVPD basis set", "de_lowest_kcal_mol": 3.52, "fmax_ev_per_a": 0.8, "gap_ev": 12.941, "homo_ev": -11.7558, "smiles": "CC.CC", "total_energy_ev": -4342.375, "elements": ["C", "C", "H", "H", "H", "H", "H", "H", "C", "C", "H", "H", "H", "H", "H", "H"], "xyz": [[-0.582, 1.898, -0.846], [-0.899, 1.628, 0.622], [-0.588, 2.970, -1.044], [0.390, 1.489, -1.116], [-1.321, 1.458, -1.518], [-1.737, 2.236, 0.954], [-1.117, 0.583, 0.817], [-0.062, 1.930, 1.257], [1.054, -1.667, 0.808], [0.413, -1.840, -0.595], [0.372, -2.072, 1.552], [1.934, -2.295, 0.920], [1.376, -0.649, 1.009], [0.453, -0.918, -1.170], [-0.625, -2.141, -0.485], [0.938, -2.610, -1.164]], "forces_ev_per_angstrom": [[-0.20, 0.01, 0.04], [0.21, 0.39, 0.03], [0.19, -0.01, -0.03], [0.08, 0.05, -0.08], [-0.02, -0.06, 0.09], [-0.25, -0.10, -0.01], [-0.02, -0.14, 0.03], [0.02, -0.14, -0.06], [0.00, -0.69, -0.48], [0.45, 0.00, 0.45], [-0.08, 0.53, 0.29], [0.25, 0.01, -0.18], [-0.32, 0.05, 0.21], [-0.07, 0.02, -0.06], [-0.10, 0.03, -0.19], [-0.14, 0.05, -0.03]], "mulliken_charge": [-0.84, -0.76, 0.33, 0.23, 0.27, 0.33, 0.21, 0.24, -0.86, -0.69, 0.25, 0.34, 0.24, 0.13, 0.25, 0.32]}